Record 1
Below is a molecular structure, C78H84F8I2NO2S in a non-equilibrium geometry, with properties calculated with ωB97M-V/def2-TZVPD.

- spin multiplicity = 1
- net charge = +1
- orbital gap (eV) = 6.898
- HOMO energy (eV) = -10.27

Structure (XYZ):
```
176
Properties=species:S:1:pos:R:3:forces:R:3
C -3.840530 4.768452 -3.578269 6.485 5.277 5.401
C -2.992417 5.450570 -2.654420 -4.389 -4.527 -6.453
C -1.756836 6.106407 -1.738288 -4.033 0.860 -0.411
C -2.029005 5.941772 -0.136330 -0.973 0.496 0.264
S -3.644819 4.932441 0.014505 -0.494 0.441 -0.352
C -0.901011 5.091588 0.693519 -0.734 -0.267 -0.826
I -1.996239 4.322016 2.483994 1.262 0.174 0.183
I 0.678630 6.394421 1.588089 -1.320 -0.303 -1.002
C -0.200312 3.862400 -0.183117 1.270 0.058 1.527
C -0.805633 2.365517 0.226921 -0.209 -1.141 -1.436
C -0.301878 1.167964 -0.824669 0.821 0.147 1.742
C -0.442049 -0.265746 0.011467 1.370 0.322 -0.237
C -0.612167 -1.574764 -0.964469 -0.664 -0.550 1.887
C -2.108067 -2.219767 -0.614581 0.382 0.712 -1.308
C -2.737287 -2.731995 -2.040155 0.420 0.652 0.475
C -3.398075 -1.374800 -2.758171 0.122 -0.897 1.910
C -4.882201 -1.185527 -2.076447 0.094 0.221 -0.551
C -5.590254 0.100878 -2.815335 0.439 0.242 0.111
C -7.099510 -0.211154 -3.375389 -0.466 -0.284 0.630
C -8.228630 0.648140 -2.522630 0.239 0.052 -0.342
C -7.961812 2.295287 -2.629590 0.645 -0.668 0.980
C -7.543881 2.819281 -1.102320 -0.797 0.567 -0.220
C -7.929162 4.412453 -0.850133 0.727 -0.829 -0.324
C -0.133310 4.135800 -1.793738 0.307 -3.216 -0.146
C 1.296276 3.632882 -2.501643 0.371 0.360 0.662
O 0.933620 2.792427 -3.651050 2.379 -1.771 1.548
C 1.754285 1.579409 -3.754687 1.777 -4.340 -0.879
C 0.948140 0.208251 -4.273221 2.801 -0.468 0.455
C 1.655551 -1.250780 -4.512882 2.281 4.007 1.237
C 3.266457 -1.381481 -4.236486 -2.428 3.816 0.556
C 4.084992 -0.042179 -3.705069 -3.217 -0.536 -0.978
C 3.361781 1.444909 -3.465572 -2.496 -3.061 -1.342
N -0.440753 5.546472 -2.236561 -1.865 0.887 -3.949
O 0.523963 6.457193 -1.892490 1.434 1.297 0.546
C -0.517240 5.654784 -3.775699 0.763 0.261 -10.635
C -0.476251 5.721259 -5.198649 0.813 0.244 10.529
H -4.356066 4.487514 -4.616238 1.269 0.792 2.975
H -1.792189 7.272406 -1.992425 0.363 -2.687 0.311
H -2.292774 6.987508 0.374567 1.120 -2.277 -1.293
H -4.746867 5.713687 -0.368248 1.587 -0.067 0.016
H 0.932173 3.837172 0.196238 -2.494 0.111 -0.879
H -1.994831 2.326302 0.161294 2.563 0.375 0.454
H -0.407129 1.995827 1.290018 -1.001 1.343 -2.324
H -0.893583 1.177917 -1.834142 1.247 -0.060 1.867
H 0.865680 1.334440 -0.950262 -2.507 -0.448 -0.332
H -1.274860 -0.157024 0.836518 1.437 -0.443 -1.815
H 0.581950 -0.428164 0.602955 -2.209 0.645 -1.164
H 0.170978 -2.387949 -0.607396 -1.418 1.754 -1.050
H -0.461619 -1.343291 -2.102606 -0.350 -0.334 2.262
H -2.026304 -3.040067 0.216949 -0.196 1.551 -1.654
H -2.772804 -1.323766 -0.237791 1.188 -1.960 -0.530
H -3.537468 -3.565668 -1.824692 1.496 1.644 -0.794
H -1.840283 -3.141685 -2.685902 -1.950 0.554 1.212
H -2.747422 -0.447234 -2.387036 -1.221 -1.878 -1.127
H -3.405102 -1.454787 -3.929102 -0.239 0.233 2.351
H -5.488726 -2.196226 -2.190126 1.121 2.190 -0.001
H -4.826578 -0.984039 -0.902416 0.148 -0.467 -2.604
H -4.890877 0.442620 -3.715354 -1.496 -0.803 1.845
H -5.544099 1.002315 -2.034746 -0.430 -1.870 -1.786
H -7.162565 -0.024086 -4.540607 0.027 -0.272 2.457
H -7.325934 -1.362247 -3.168978 0.489 2.452 -0.637
H -8.134977 0.269725 -1.397267 -0.208 1.003 -2.372
H -9.338681 0.429952 -2.865234 2.379 0.246 0.557
H -7.053630 2.508308 -3.367083 -1.995 -0.432 1.489
H -8.918870 2.851447 -3.026973 1.922 -1.077 0.915
H -6.399391 2.683987 -0.877851 -2.207 0.031 -0.610
H -8.161228 2.177184 -0.325994 1.405 1.292 -1.548
H -7.067662 4.842912 -0.166296 -2.117 -0.567 -1.121
H -7.907225 5.000649 -1.872797 -0.156 -1.149 2.112
H -8.993056 4.449395 -0.358533 2.226 0.306 -0.930
H -0.977202 3.447358 -2.283301 1.709 1.863 0.833
H 1.960631 3.071507 -1.684967 -1.690 0.996 -1.864
H 1.952110 4.519525 -2.890880 -1.446 -1.369 0.790
H -0.213237 0.290795 -4.485746 2.703 -0.049 0.513
H 1.003151 -2.152062 -4.913730 1.580 2.163 1.027
H 3.766004 -2.431350 -4.444884 -0.900 2.615 0.627
H 5.255785 -0.202274 -3.541859 -2.888 0.705 -0.290
H 3.983772 2.372455 -3.115163 -1.259 -2.096 -0.759
H 0.362481 7.328365 -2.384775 -0.014 -1.670 0.618
H -0.102500 6.067728 -6.276069 -1.147 -0.998 2.871
F 8.051077 -0.349848 -3.560842 -0.108 0.007 0.356
C 8.254721 -0.330991 -4.884771 0.220 0.008 -1.256
C 7.842709 0.771874 -5.624764 -0.016 -0.009 0.079
C 8.059173 0.794165 -7.002526 0.162 -0.431 0.130
C 8.676075 -0.292631 -7.627094 -0.035 0.057 0.044
C 9.081466 -1.397188 -6.876399 -0.191 0.369 0.101
C 8.874949 -1.414283 -5.497235 -0.031 -0.011 0.092
H 7.357670 1.603178 -5.123643 0.065 -0.083 -0.010
H 7.747797 1.655074 -7.588895 0.039 -0.152 0.141
H 8.840680 -0.276744 -8.702373 -0.028 -0.007 0.219
H 9.557687 -2.243647 -7.365302 -0.076 0.157 0.133
H 9.191827 -2.260849 -4.897200 -0.052 0.097 -0.023
F 0.853181 -4.343060 -4.105093 0.083 0.440 -0.183
C 0.609073 -5.559336 -3.599427 -0.270 -1.325 0.534
C 0.144918 -5.677019 -2.293914 0.029 0.067 -0.090
C -0.114275 -6.942946 -1.768720 0.176 -0.018 -0.356
C 0.104249 -8.078818 -2.552187 -0.013 0.070 0.008
C 0.575118 -7.950558 -3.859766 -0.112 0.267 0.316
C 0.823519 -6.684069 -4.388291 0.028 0.134 -0.040
H -0.010982 -4.783994 -1.697548 0.008 -0.035 -0.074
H -0.484791 -7.045267 -0.751765 0.132 0.051 -0.301
H -0.093797 -9.066229 -2.140643 0.036 0.195 -0.064
H 0.748358 -8.836259 -4.466251 -0.030 0.196 0.081
H 1.181262 -6.565641 -5.405701 -0.018 0.025 0.099
F 5.207645 3.291459 6.630840 0.112 -0.111 0.075
C 4.589227 3.840324 5.576838 -0.514 0.433 -0.885
C 5.346465 4.337689 4.521911 0.083 -0.011 0.026
C 4.702809 4.904610 3.421961 -0.300 -0.134 0.332
C 3.307940 4.977745 3.394196 0.237 -0.034 0.078
C 2.556879 4.480314 4.460216 0.405 0.026 -0.112
C 3.200397 3.903435 5.554808 0.001 -0.080 0.073
H 6.429173 4.279748 4.564775 -0.100 -0.030 0.010
H 5.285491 5.289275 2.588616 -0.047 -0.072 0.184
H 2.806493 5.424045 2.538078 0.432 -0.293 0.371
H 1.471519 4.542063 4.438213 0.144 -0.032 0.031
H 2.631795 3.503788 6.387936 0.086 0.055 -0.043
F -1.957934 -8.195448 0.416023 0.182 -0.260 -0.109
C -2.891016 -7.500723 1.080350 -0.967 0.674 0.675
C -4.164113 -8.038474 1.234307 0.007 -0.064 -0.127
C -5.134466 -7.317721 1.930374 0.430 0.320 -0.008
C -4.823619 -6.061116 2.455822 0.002 -0.042 -0.025
C -3.544378 -5.527715 2.291641 -0.199 -0.331 -0.116
C -2.571177 -6.253537 1.605275 0.073 -0.054 -0.091
H -4.389678 -9.012286 0.812094 0.090 0.301 0.124
H -6.130521 -7.732752 2.062941 0.200 0.041 -0.058
H -5.582072 -5.497358 2.994801 0.156 -0.102 -0.095
H -3.305977 -4.547715 2.697928 0.001 -0.175 -0.066
H -1.569218 -5.857899 1.476142 -0.054 -0.050 0.005
F -4.279040 -11.029429 0.728100 0.019 -0.041 0.282
C -4.358306 -11.803137 -0.362637 -0.081 -0.814 -1.092
C -4.892213 -13.082721 -0.256514 -0.009 0.052 0.081
C -4.979670 -13.886763 -1.392933 0.206 0.409 -0.153
C -4.521660 -13.405655 -2.621973 -0.013 -0.001 0.062
C -3.982719 -12.121757 -2.717268 -0.175 -0.237 0.319
C -3.905727 -11.313990 -1.582975 0.013 0.069 0.094
H -5.235206 -13.442481 0.708049 0.037 0.075 -0.081
H -5.402640 -14.885772 -1.322034 0.087 0.195 0.030
H -4.585960 -14.034777 -3.507209 0.016 0.128 0.175
H -3.623113 -11.751001 -3.674100 -0.073 -0.031 0.198
H -3.497915 -10.310261 -1.640809 -0.009 -0.075 0.047
F 10.453181 5.590966 1.444776 0.021 0.178 -0.074
C 10.209073 4.374690 1.950442 -0.186 -0.966 0.384
C 9.744918 4.257006 3.255955 -0.033 0.072 -0.011
C 9.485725 2.991080 3.781150 0.139 -0.084 -0.451
C 9.704249 1.855208 2.997683 -0.025 0.043 0.026
C 10.175118 1.983468 1.690104 -0.109 0.279 0.305
C 10.423519 3.249957 1.161578 0.011 0.069 -0.033
H 9.589018 5.150032 3.852321 0.041 -0.052 -0.088
H 9.115209 2.888759 4.798105 0.095 0.048 -0.161
H 9.506203 0.867797 3.409226 0.048 0.194 -0.082
H 10.348358 1.097766 1.083619 -0.029 0.193 0.087
H 10.781262 3.368384 0.144169 -0.009 0.033 0.113
F 2.951077 6.156832 12.387769 -0.026 0.002 0.138
C 3.154721 6.175689 11.063840 0.163 0.007 -0.987
C 2.742709 7.278554 10.323847 -0.024 0.033 0.049
C 2.959173 7.300845 8.946085 0.161 -0.428 0.155
C 3.576075 6.214049 8.321517 -0.037 0.073 0.043
C 3.981466 5.109492 9.072211 -0.176 0.307 0.108
C 3.774949 5.092397 10.451376 -0.037 0.004 0.071
H 2.257670 8.109858 10.824967 0.069 -0.102 -0.005
H 2.647797 8.161754 8.359716 0.038 -0.137 0.143
H 3.740680 6.229936 7.246238 -0.022 -0.004 0.191
H 4.457687 4.263034 8.583308 -0.079 0.195 0.172
H 4.091827 4.245831 11.051410 -0.054 0.101 -0.020
F -2.249384 -1.163439 3.328187 0.042 -0.173 -0.273
C -2.442533 -0.369630 4.389872 -0.156 0.698 0.945
C -1.517238 -0.378071 5.427857 0.040 -0.035 -0.072
C -1.715279 0.452073 6.531135 -0.364 0.088 -0.285
C -2.843337 1.274208 6.589077 0.058 -0.011 -0.008
C -3.768959 1.271804 5.544496 0.374 -0.162 0.063
C -3.564822 0.449892 4.436424 0.024 -0.037 -0.113
H -0.651356 -1.029425 5.369222 -0.097 0.049 -0.031
H -0.993705 0.458602 7.344300 -0.128 -0.044 -0.165
H -2.999709 1.918235 7.451833 0.022 -0.136 -0.168
H -4.648297 1.909493 5.593704 0.146 -0.134 -0.036
H -4.269548 0.442092 3.611543 0.061 -0.057 0.060
```
Positions in Å, forces in eV/Å.

Record 2
Below is a molecular structure, C7H10 in a non-equilibrium geometry, with properties calculated with ωB97M-V/def2-TZVPD.

- spin multiplicity = 1
- energy above the lowest of the compared OMol25 structures with the same formula, charge and spin (kcal per mole) = 127.0
- orbital gap (eV) = 8.402
- HOMO energy (eV) = -7.66

Structure (XYZ):
```
17
Properties=species:S:1:pos:R:3:forces:R:3
C -1.820526 -0.090160 0.799531 -0.280 -0.538 -1.236
C -0.682555 -0.840720 0.956180 0.809 0.486 0.869
C -1.853286 0.300745 -0.668878 -0.989 0.654 1.982
C -0.639042 -0.578179 -0.720520 1.106 -0.226 -1.485
C 0.562429 -0.158670 -0.058317 -1.445 -0.108 -0.295
C 1.845312 -0.957426 -0.024912 1.762 -1.426 2.313
C 0.890315 1.299773 0.236740 -2.317 -1.694 0.190
H -2.753783 -0.063219 1.356652 0.341 -0.172 0.703
H -2.870526 -0.014824 -0.986270 1.085 0.034 -0.782
H -1.704686 1.373573 -0.740729 -0.030 0.146 -0.806
H -0.627671 -1.474364 -1.354025 -0.092 0.186 0.569
H 2.816748 -0.345202 -0.195248 -1.894 -0.879 -0.425
H 1.841340 -1.940190 -0.585879 -0.015 1.323 0.411
H 2.028759 -1.271064 1.108935 -0.604 0.519 -2.252
H 1.548276 1.541527 -0.509524 1.976 0.985 -1.656
H 1.342586 1.212529 1.171216 0.955 0.734 1.645
H 0.076314 2.005866 0.215047 -0.368 -0.022 0.255
```
Positions in Å, forces in eV/Å.

Record 3
Below is C7H10 in the gas phase in a non-equilibrium geometry, with properties calculated with ωB97M-V/def2-TZVPD.

- spin multiplicity = 1
- energy above the lowest of the compared OMol25 structures with the same formula, charge and spin (kcal per mole) = 88.0
- orbital gap (eV) = 9.190
- HOMO energy (eV) = -8.36
- SMILES string = C=CC(C=C)=CC

Structure (XYZ):
```
17
Properties=species:S:1:pos:R:3:forces:R:3
C -2.670070 0.451344 0.095651 -0.989 -2.601 1.472
C -1.481178 0.879714 -0.154829 3.066 -0.132 -1.034
C -0.183738 -2.188724 -0.155342 0.351 2.758 2.546
C -0.127877 -1.077794 0.684206 2.043 -2.196 -3.642
C 0.918698 0.848924 -0.688078 -0.104 -0.135 2.471
C -0.132232 0.193362 -0.046166 -1.463 2.838 -2.573
C 2.266280 0.780791 0.070938 1.721 -1.879 -2.049
H -3.517106 1.048582 0.239331 -1.065 1.004 -0.437
H -2.798990 -0.587076 0.405960 -0.035 0.102 -0.038
H -1.323431 1.861354 -0.481007 -0.137 1.606 -0.327
H -0.379818 -2.000384 -1.197269 -0.373 -0.376 -0.144
H 0.151252 -3.134175 0.220928 -0.239 -0.535 -0.066
H 0.502226 -1.095809 1.538762 -0.297 -0.434 1.402
H 0.884068 1.820368 -1.311243 -0.828 -1.841 1.055
H 1.976089 0.788511 1.101063 0.543 0.908 0.726
H 2.941366 1.557578 -0.357145 -0.603 -0.111 1.120
H 2.974461 -0.146563 0.034241 -1.590 1.022 -0.483
```
Positions in Å, forces in eV/Å.